2 unconnected molecules or ions with the total composition C13H24F2NO6S, computed with ωB97M-V/def2-TZVPD.

Atoms and positions in Å:
C 2.43650 5.06204 1.40041
C 1.76233 4.45796 0.16978
O 2.01092 3.04217 0.03394
C 1.45137 2.28394 1.03811
S 1.29510 0.64695 0.28692
C 0.61370 -0.35968 1.62233
C -0.49279 -1.23080 1.04003
O -1.39407 -0.43932 0.27993
C -2.24104 0.35568 1.01331
O -2.47925 0.12296 2.15908
C -2.78732 1.50694 0.21521
C -4.30668 1.63727 0.39135
N 2.85652 0.05136 0.10309
C 3.35024 0.25494 -1.25315
O 2.88124 -0.27779 -2.18711
F 4.38022 1.07281 -1.26256
C 3.77858 0.30262 1.20327
O 4.28466 1.31310 1.48633
F 3.92449 -0.81717 1.87212
H 3.22504 4.40404 1.77142
H 1.71865 5.20434 2.21156
H 2.86090 6.03761 1.16880
H 2.11195 4.91193 -0.75410
H 0.67598 4.60191 0.21247
H 2.05800 2.22980 1.95059
H 0.42043 2.57514 1.29761
H 0.20608 0.34270 2.35668
H 1.40732 -0.94744 2.08465
H -0.99299 -1.76233 1.85114
H -0.07062 -1.97147 0.35586
H -2.55081 1.33361 -0.83597
H -2.27446 2.41426 0.55067
H -4.70558 2.28774 -0.38674
H -4.55560 2.08067 1.35448
H -4.78391 0.66056 0.31682
C -1.35171 -5.39677 -1.18042
C -1.42232 -4.00409 -1.78341
C -1.80639 -4.04066 -3.25217
O -0.17319 -3.31877 -1.61176
H -0.59405 -5.99391 -1.69473
H -1.07966 -5.34913 -0.12548
H -2.30791 -5.91245 -1.26828
H -2.15015 -3.40437 -1.23231
H -1.06118 -4.59982 -3.82421
H -1.85535 -3.03219 -3.66272
H -2.77429 -4.52158 -3.39346
H 0.50112 -3.81531 -2.08939

Forces on atoms 1 to 3 (eV/Å):
C -0.2660 -0.1268 0.1194
C -0.1876 0.3340 0.1645
O 0.0191 -0.1015 -0.0254

Output
max |F|: 0.9 eV/Å
HOMO energy: -12.76 eV
2S+1: 1
gap between HOMO and LUMO: 8.85 eV
charge: +1

These are the Mulliken partial charges, in e, on atoms 1 to 2: -1.02, -0.31

***

A molecular structure, C13H24MnNO12 at a distorted geometry, computed with ωB97M-V/def2-TZVPD.

Atoms and positions in Å:
Mn -22.01787 -4.40068 16.26454
C -18.38982 0.91290 20.61603
C -17.75255 -0.44672 20.94936
C -18.87059 -1.61339 21.12280
N -18.33093 -3.00533 21.61899
C -16.89934 -3.23525 21.08141
C -16.31413 -4.68163 21.19604
C -17.31331 -5.68830 20.61966
C -18.68125 -5.64963 21.31506
C -19.21510 -4.24251 21.05720
C -18.31384 -3.05218 23.18487
H -19.28176 1.12255 21.20645
H -18.78085 0.86233 19.59984
H -17.76136 1.80064 20.68717
H -17.16207 -0.23335 21.84038
H -17.04092 -0.72122 20.17068
H -19.39434 -1.85370 20.19758
H -19.71077 -1.31942 21.75192
H -16.96816 -2.88385 20.05190
H -16.17223 -2.68576 21.67931
H -15.37192 -4.60814 20.65295
H -16.05380 -4.97519 22.21297
H -17.50613 -5.67771 19.54689
H -17.04639 -6.73395 20.46647
H -19.24918 -6.33796 20.68915
H -18.66493 -5.97608 22.35489
H -19.53494 -4.08427 20.02727
H -20.13052 -4.06931 21.62299
H -17.84898 -2.14574 23.57261
H -17.74429 -3.88163 23.60405
H -19.38428 -3.02312 23.38837
O -22.85836 -9.10409 16.59821
C -22.47539 -7.91096 16.42554
O -21.63396 -7.29983 17.08815
O -23.11431 -7.23022 15.64242
H -23.34890 -8.89987 15.79868
O -25.67451 -2.61331 19.42600
C -24.32943 -2.55099 19.41780
O -23.84152 -1.59756 20.02161
O -23.64578 -3.47059 18.93095
H -25.47539 -1.72438 19.72891
O -24.18839 -0.51702 14.90622
C -24.50034 -1.62244 14.29462
O -24.03786 -2.72930 14.56249
O -25.23490 -1.60797 13.33669
H -24.79019 0.12621 14.52452
O -17.41042 -3.96659 14.94690
C -18.64884 -3.97887 15.19382
O -19.50376 -4.58773 14.47648
O -19.17050 -3.53576 16.24105
H -17.37327 -4.02799 13.98959

Forces on atoms 1 to 3 (eV/Å):
Mn 0.0547 -0.6044 -0.7857
C -1.1921 -0.4732 -0.8267
C -0.9031 -0.3594 0.4627

Output
max |F|: 9.2 eV/Å
HOMO energy (alpha / beta): -4.28 / -4.30 eV
2S+1: 6
gap between HOMO and LUMO (alpha / beta): 5.28 / 5.30 eV
relative energy (zero: lowest compared OMol25 entry of this formula, charge and spin): 210.5 kcal/mol
charge: -1
<S²>: 8.752

These are the Mulliken partial charges, in e, on atoms 1 to 2: 1.73, -1.45

***

A molecular structure, C13H24N4O5PtS2 at a distorted geometry, computed with ωB97M-V/def2-TZVPD.

Atoms and positions in Å:
O -1.98561 0.00546 3.04130
H -2.51923 0.07095 3.83073
Pt -0.43481 -0.20738 0.08048
N 0.77170 -1.65988 -0.36244
N -1.33844 -0.90995 -1.57651
O 1.82813 -2.01178 0.48527
O -2.37198 -0.44957 -2.40265
C 0.64153 -2.17431 -1.58117
C -0.56248 -1.77690 -2.23491
C 1.78297 -2.95311 -2.09246
C -0.98202 -2.06583 -3.61980
H 1.94351 -3.82824 -1.44190
H 2.67578 -2.30235 -2.13250
H 1.56272 -3.36696 -3.08461
H -0.88043 -1.18631 -4.27929
H -2.00630 -2.45017 -3.73094
H -0.30825 -2.84018 -4.00759
H 1.56960 -1.67203 1.39003
H -3.05728 0.01472 -1.87496
O 4.05048 -0.41949 -1.70012
H 3.42852 -0.48814 -0.93019
H 3.55688 0.19382 -2.27074
C -3.71636 0.60097 2.20678
H -4.26155 -0.24413 2.59242
H -3.50219 0.53784 1.05439
H -3.87672 1.61428 2.56214
O -1.37956 -1.56207 1.22331
H -1.97034 -2.32109 0.95929
H -1.74936 -1.20248 2.09749
C -1.18439 2.33632 3.32760
C -0.72304 0.90809 3.02567
N 0.04777 0.58794 1.88687
C 1.30936 1.06109 1.94843
C 1.70191 1.23775 3.25001
S 0.49432 0.58681 4.31326
C 1.77968 1.38009 0.66566
C 2.76025 2.18938 0.19684
S 2.46627 2.63216 -1.47951
C 1.06050 1.69857 -1.56749
N 0.93208 1.07070 -0.40331
C 0.14243 1.75127 -2.73331
H -1.62004 2.26578 4.35631
H -0.34506 3.05179 3.36786
H -1.87233 2.77673 2.56623
H 2.70614 1.51109 3.50147
H 3.56117 2.54248 0.80179
H -0.89703 2.02602 -2.51198
H 0.53867 2.58157 -3.34041
H 0.23243 0.85871 -3.37286

Forces on atoms 1 to 3 (eV/Å):
O 4.4025 0.3342 0.6738
H 0.2961 0.3263 0.6813
Pt -3.6241 5.6654 3.1905

Output
max |F|: 7.4 eV/Å
HOMO energy (alpha / beta): -5.57 / -5.44 eV
2S+1: 3
gap between HOMO and LUMO (alpha / beta): 5.77 / 5.61 eV
<S²>: 2.022

These are the Mulliken partial charges, in e, on atoms 1 to 2: -0.55, 0.43

***

A molecular structure, C13H24N4O6S3SbZr at a distorted geometry, computed with ωB97M-V/def2-TZVPD.

Atoms and positions in Å:
Zr -1.44808 -0.71112 -1.38681
N -1.50898 1.68598 -0.78061
C -0.90008 1.92538 0.51609
C -1.72048 2.91428 1.36329
C -1.09018 3.27758 2.70859
C 0.28922 3.95448 2.61089
N 1.42412 3.04708 2.49989
C 1.94572 2.80578 1.20309
N 2.78392 3.86678 0.71319
N 2.52272 1.51778 1.01099
C -0.75518 0.55278 1.21639
O -0.14358 0.46768 2.28269
O -1.27238 -0.43852 0.60359
H -1.25558 2.38688 -1.49171
H -2.54338 1.68128 -0.72481
H 0.12572 2.34778 0.38289
H -2.70968 2.47598 1.54649
H -1.86618 3.82358 0.76919
H -0.98738 2.36738 3.30429
H -1.77068 3.96068 3.22979
H 0.44632 4.53778 3.53079
H 0.29982 4.64998 1.76409
H 1.20392 2.15948 2.93989
H 2.34822 4.76318 0.88819
H 2.95382 3.75418 -0.28041
H 1.91182 0.80258 1.39129
H 2.67792 1.33528 0.02479
O -2.79208 -4.61832 -1.16301
C -2.25968 -3.61992 -1.62371
O -2.52208 -2.41032 -1.30601
C -1.22938 -3.74572 -2.78431
O -1.45058 -4.47642 -3.73461
O -0.13998 -2.99692 -2.76571
S -2.42608 3.05378 -3.88481
Sb -2.32918 0.75138 -4.03901
S -3.73888 0.10238 -2.11301
S -0.05558 0.39168 -3.13241
C 1.59132 -2.17862 0.52379
C 0.98892 -3.11832 -0.52981
C 2.12672 -3.92052 -1.18631
C 0.02792 -4.08632 0.16589
C 0.29792 -2.21412 -1.57451
H 2.17292 -2.74482 1.25179
H 0.79382 -1.65702 1.05159
H 2.25032 -1.44502 0.05579
H 2.63482 -4.55352 -0.45661
H 2.86002 -3.24242 -1.62251
H 1.72612 -4.55372 -1.97571
H 0.53492 -4.58882 0.99259
H -0.33408 -4.85122 -0.52051
H -0.82688 -3.54322 0.57139
H 1.13742 -1.64602 -2.03641

Forces on atoms 1 to 3 (eV/Å):
Zr 0.2890 2.1707 -0.2651
N -0.5534 0.1813 0.0867
C -0.0233 -0.1061 0.0394

Output
max |F|: 2.2 eV/Å
HOMO energy (alpha / beta): -1.43 / -1.57 eV
2S+1: 2
gap between HOMO and LUMO (alpha / beta): 5.99 / 6.05 eV
charge: -2
<S²>: 0.752

These are the Mulliken partial charges, in e, on atoms 1 to 2: 0.81, 0.01

***

A gas-phase ion, C13H24N5O (charge +1) at a distorted geometry, computed with ωB97M-V/def2-TZVPD.

Atoms and positions in Å:
C 4.53142 0.01065 -0.30207
N 3.01581 -0.27475 -0.35750
C 2.45906 0.49102 0.82204
C 0.82309 0.56122 0.89887
C -0.19055 1.77087 0.36776
C 0.25662 3.15448 -0.40112
C -0.19090 2.96127 -1.99887
C -1.16410 1.72416 -2.52897
N 0.22549 3.86678 -2.97792
N -1.66377 1.45873 0.67805
C -1.55634 0.10296 1.34458
C -2.96532 -0.60013 1.85518
C -3.69130 -1.38848 0.60861
O -3.40948 -0.77160 -0.70555
N -0.15287 -0.44805 1.46713
C 0.29559 -1.80133 2.05812
C 0.72441 -2.71162 0.72206
C -0.38532 -3.09434 -0.46389
N 2.01133 -3.16114 0.49677
H 5.18202 -0.90835 -0.62094
H 4.75769 0.26765 0.82364
H 4.73312 0.98713 -0.93058
H 2.64295 0.07493 -1.26717
H 2.85821 1.59685 0.73069
H 2.82953 -0.05119 1.81912
H -0.18221 4.12616 0.08423
H 1.44793 3.15579 -0.40941
H -2.28479 1.88240 -2.16246
H -1.21779 1.66627 -3.71508
H -0.79839 0.66590 -2.14709
H 0.83216 4.60696 -2.55639
H -2.50683 2.06305 0.46638
H -3.63422 0.28091 2.26540
H -2.69561 -1.34645 2.72701
H -4.84733 -1.34672 0.80764
H -3.30224 -2.50107 0.63575
H -3.61432 0.21011 -0.60589
H 1.25879 -1.71251 2.71836
H -0.58064 -2.37965 2.57864
H -1.28838 -2.33232 -0.49703
H 0.18295 -2.97103 -1.50644
H -0.74768 -4.20909 -0.41080
H 2.00221 -3.67644 -0.41084

Forces on atoms 1 to 3 (eV/Å):
C -0.1261 0.6046 0.4240
N 0.7051 0.8615 0.6868
C -0.9196 0.0987 0.0313

Output
max |F|: 8.0 eV/Å
SMILES string: [H]/N=C(/C)Cc1[nH]c(CCO)[n+](C/C(C)=N/[H])c1CNC
HOMO energy: -11.98 eV
2S+1: 1
gap between HOMO and LUMO: 8.32 eV
relative energy (zero: lowest compared OMol25 entry of this formula, charge and spin): 189.9 kcal/mol
charge: +1

These are the Mulliken partial charges, in e, on atoms 1 to 2: -0.69, -0.27

***

Question: Look up the max |F| of the first one.
Answer: 0.9 eV/Å

***

Question: Look up the max |F| of the second one.
Answer: 9.2 eV/Å